C44H78InO80S19 as an isolated structure at a distorted geometry, computed with ωB97M-V with the def2-TZVPD basis set.

Structure (XYZ):
```
222
Properties=species:S:1:pos:R:3:forces:R:3:lowdin_charge:R:1
In 5.942421 22.679295 -9.696468 0.0990 -0.1017 -0.2156 1.206
C 6.512894 18.696579 -13.029572 1.5080 -2.0230 -0.6652 0.164
C 7.585800 17.764861 -13.288423 1.1461 -2.3463 0.6339 -0.254
C 9.142069 18.224753 -13.124359 1.2866 -0.9083 -2.6124 -0.187
O 10.077669 17.609395 -13.740509 -3.9079 2.5495 2.8353 0.093
C 9.211756 19.364054 -12.200883 3.2584 -3.3411 -1.7759 0.172
C 8.196166 20.166756 -11.861372 -2.9704 5.0813 4.7263 -0.240
C 6.757287 19.888913 -12.385465 -0.4164 3.2823 0.7184 -0.310
O 5.801140 20.667498 -12.265196 1.4559 -0.2388 0.6342 0.106
O 8.434678 21.078016 -10.939134 -1.4064 -3.1817 -3.8001 0.064
O 7.451594 16.553125 -13.459014 -0.1829 1.3773 -0.2441 0.086
H 5.490725 18.484475 -13.306296 -0.0556 -0.1031 -0.2314 0.123
H 10.144456 19.490015 -11.671159 0.1161 0.0807 0.2796 0.143
C 10.837384 24.226966 -13.626305 1.9246 -1.2500 1.8835 -0.176
C 9.954628 25.306573 -14.140888 -0.3491 0.2738 1.8541 -0.145
O 8.723579 24.672174 -14.432339 -2.2629 -1.2145 -0.8654 -0.189
S 8.430264 23.311603 -13.575071 2.1652 1.6696 1.5089 0.790
O 7.778356 22.332195 -14.441391 0.9084 1.5237 1.9531 -0.241
O 7.991769 23.643326 -12.172817 1.1350 -1.3839 -4.8172 -0.283
O 10.101780 22.994981 -13.591382 -2.1057 -0.6452 -0.0048 -0.231
H 11.160693 24.399897 -12.599816 -0.5241 0.3793 0.2416 0.099
H 11.838109 24.102997 -14.040181 -0.4302 -0.5148 -1.2177 0.133
H 10.420058 25.866680 -14.951918 -0.8173 -0.0885 -0.1923 0.153
H 9.700597 25.867231 -13.241309 0.3661 1.0659 -0.4542 0.109
C 10.842917 26.753554 -10.364072 0.6825 1.0884 1.0118 -0.165
C 10.439616 26.807222 -8.878288 1.4206 0.7112 -0.5718 -0.145
O 10.640329 25.453142 -8.480721 -0.7114 -2.0910 -0.4053 -0.195
S 10.258819 24.374934 -9.727456 -2.0776 1.2043 1.1279 0.737
O 8.906543 23.813015 -9.511292 4.0917 1.4763 -0.7736 -0.313
O 11.403970 23.558692 -10.073036 -1.4600 0.7664 0.7413 -0.225
O 10.179249 25.598550 -10.769830 -1.3946 -1.7608 -1.4375 -0.246
H 11.902223 26.615296 -10.580514 0.2711 0.0596 0.5845 0.136
H 10.553155 27.638821 -10.930146 -0.6239 -0.3275 -0.0894 0.140
H 9.455193 27.255572 -8.744149 -0.4388 -0.8050 -0.0504 0.129
H 11.103560 27.395668 -8.245034 0.2344 -0.0746 -0.2036 0.138
C 11.308374 22.541500 -5.838984 -0.8666 -1.0330 -0.7829 -0.105
C 10.190206 21.900335 -5.004260 0.0942 1.5454 1.8606 -0.159
O 9.593107 20.872760 -5.802315 0.5300 0.0321 -0.0427 -0.147
S 9.596246 21.319289 -7.319630 -1.3232 0.9874 -2.9949 0.673
O 8.369546 22.035556 -7.666842 1.8935 -1.3655 1.2598 -0.314
O 9.998763 20.267783 -8.244170 -0.4495 1.4800 2.1649 -0.227
O 10.782113 22.447455 -7.187530 -0.8542 -1.0691 -0.3019 -0.254
H 12.168242 21.874009 -5.782515 0.3789 0.4438 0.0025 0.132
H 11.508035 23.609973 -5.757767 0.0794 -0.3053 0.7720 0.145
H 9.479616 22.614824 -4.588712 -0.7341 0.3353 -1.2120 0.133
H 10.505522 21.570655 -4.014324 0.6678 -1.2188 -0.5391 0.139
C 14.475587 20.959674 -9.135096 1.2131 -0.7602 -1.7564 -0.104
C 12.934877 20.984945 -9.005953 1.3042 -0.1124 -0.3724 -0.178
O 12.670686 19.756801 -8.369670 -0.3621 -1.4846 1.3111 -0.229
S 13.675224 18.565001 -8.815548 0.7569 0.3319 2.2905 0.711
O 13.221443 18.091762 -10.106933 0.8234 0.5535 1.0395 -0.255
O 13.921109 17.636392 -7.710094 -0.8324 2.0077 -2.6897 -0.218
O 14.982133 19.593252 -8.855899 -2.0542 -0.5073 -0.4373 -0.213
H 15.105064 21.631951 -8.552093 -0.5782 -0.0981 0.4551 0.137
H 14.762028 21.119701 -10.174539 -0.1216 0.3361 -0.0927 0.105
H 12.374371 20.957009 -9.940380 0.4011 0.3915 -0.2416 0.116
H 12.664863 21.887393 -8.457518 -0.4930 -0.6409 0.3530 0.108
C 12.276898 20.560896 -13.233069 -0.6169 2.0104 -0.8309 -0.165
C 11.902694 20.685175 -14.761140 -0.9630 -0.6260 0.7373 -0.149
O 13.084852 21.043733 -15.460979 1.6130 0.3156 0.2231 -0.177
S 14.379206 21.471700 -14.488644 -1.1258 1.5439 0.7380 0.764
O 14.418782 22.939770 -14.278240 -0.5469 -3.4457 -0.6484 -0.260
O 15.626065 20.806711 -14.782216 -2.3849 0.5620 0.2000 -0.196
O 13.650122 20.778692 -13.180601 3.0055 -0.2586 -0.3285 -0.244
H 12.019839 19.646217 -12.698851 0.2065 -0.2063 -0.4848 0.111
H 11.920119 21.433119 -12.685312 -0.9910 -0.2158 0.0681 0.112
H 11.066986 21.340967 -15.005326 0.5905 1.0831 0.5620 0.108
H 11.405725 19.784185 -15.120783 1.2386 -0.8441 -0.3054 0.112
C 12.820779 10.916528 -16.975987 -0.5312 0.2303 0.1425 -0.116
C 12.081124 10.175237 -15.846911 0.5801 0.1323 -0.0679 -0.132
O 12.709523 10.696493 -14.664441 0.1742 1.2254 1.0461 -0.203
S 13.171554 12.271470 -14.793666 1.0168 -0.7793 0.9052 0.696
O 14.473130 12.441034 -14.162778 -2.2021 -0.5471 -1.4126 -0.227
O 12.164526 13.245643 -14.351725 0.8923 -1.8971 -1.3563 -0.284
O 13.296641 12.142379 -16.393130 -0.0610 1.4771 0.8217 -0.216
H 12.179085 11.206803 -17.807904 0.0833 -0.1989 0.0267 0.138
H 13.702555 10.372522 -17.314553 -0.1557 -0.0215 0.0158 0.138
H 12.319180 9.115255 -15.935627 -0.0161 0.0599 0.3940 0.138
H 11.002129 10.281770 -15.735094 0.0214 0.3305 -0.4618 0.124
C 10.916398 15.701758 -10.636626 -0.4752 -0.8943 0.0685 -0.142
C 10.449300 14.765862 -11.781791 1.2764 1.3817 -0.6451 -0.166
O 9.960342 13.592234 -11.188640 -0.7174 -1.1062 -0.1222 -0.225
S 10.013605 13.559579 -9.601257 2.9458 0.4033 0.7454 0.705
O 11.318389 13.006588 -9.202268 -3.1846 0.9773 -0.6147 -0.225
O 8.764135 13.046218 -9.093070 1.6236 1.1603 -0.6524 -0.218
O 10.157427 15.222103 -9.520179 -0.9473 -1.2766 1.0075 -0.214
H 10.671006 16.755645 -10.767796 -0.0378 -0.1548 -0.0213 0.117
H 11.981313 15.589682 -10.432921 -0.0451 0.0301 -0.0102 0.127
H 11.324215 14.567947 -12.401037 -0.1285 -0.4317 -0.0807 0.116
H 9.684165 15.185480 -12.434922 -0.2369 0.0453 0.2457 0.108
C -0.414014 18.409174 -17.783762 -1.9654 3.0164 0.2014 -0.202
C -0.552805 19.807064 -16.997102 0.5433 -0.9891 -0.6625 -0.089
O 0.829768 20.306722 -16.966459 1.2829 -0.7319 0.2406 -0.226
S 1.948883 19.139469 -17.234136 -1.7748 -1.3425 -2.1672 0.751
O 2.830554 18.842506 -16.117366 -1.3204 0.7652 -1.3925 -0.270
O 2.506584 19.282700 -18.589287 -1.0651 -0.0393 3.2701 -0.235
O 0.747795 17.910850 -17.259861 3.1599 0.1689 0.7233 -0.204
H -0.374291 18.536091 -18.865619 0.1607 0.1588 -0.0491 0.128
H -1.319964 17.850204 -17.549447 0.5122 -0.5745 0.2620 0.138
H -0.911202 19.634011 -15.982359 0.3995 -0.1923 0.1149 0.121
H -1.168109 20.616389 -17.390152 0.2483 -0.2776 -0.5626 0.130
C 3.891977 15.443192 -15.989593 -0.1176 1.5563 1.0200 -0.161
C 4.368061 15.838708 -14.530538 0.2470 -1.1832 -1.1254 -0.135
O 3.200126 15.604840 -13.706073 -0.0622 0.2173 0.6151 -0.233
S 1.976864 14.780908 -14.412834 -0.4145 -1.0277 -0.8587 0.777
O 0.929150 15.751783 -14.770670 2.4035 -2.0914 0.7530 -0.254
O 1.606979 13.512782 -13.729955 1.5065 3.9224 -1.8947 -0.232
O 2.988149 14.417994 -15.710147 -2.2183 -1.3142 0.9879 -0.195
H 4.653849 15.092912 -16.685983 0.1140 -0.2974 0.4361 0.127
H 3.338853 16.236712 -16.492047 0.1625 0.3899 0.1393 0.107
H 4.871621 16.784406 -14.330101 -1.1795 0.6912 -0.3805 0.084
H 5.207482 15.204697 -14.245047 -0.4709 -0.9097 0.2446 0.107
C 15.869246 18.587931 -11.855101 -0.1837 -1.0061 0.5527 -0.160
C 16.714624 19.835558 -11.790253 -1.0964 0.7054 -1.0748 -0.210
O 17.911440 19.611093 -12.477319 1.4874 -1.9606 -1.1525 -0.173
S 17.870757 18.215735 -13.422381 1.8295 -2.3255 -1.2419 0.752
O 18.891942 17.205260 -13.042158 -2.4353 3.0841 -0.0819 -0.263
O 17.807656 18.455274 -14.867653 -0.3668 0.5022 3.2372 -0.245
O 16.442891 17.698343 -12.854791 -0.0028 1.2337 0.0679 -0.190
H 14.849130 18.898013 -12.081617 0.0528 -0.4425 -0.5489 0.100
H 15.802991 18.042363 -10.913790 0.4011 -0.1320 -0.1106 0.114
H 16.838068 20.232026 -10.782448 0.4892 -0.2806 -0.0946 0.130
H 16.181524 20.552778 -12.414358 0.0251 0.4988 0.3954 0.092
C 2.828280 18.884968 -11.770167 -0.4310 1.0018 -1.7631 -0.129
C 2.465288 19.623409 -13.161502 1.4496 -2.3242 0.2550 -0.186
O 2.064945 20.909339 -12.908979 -1.0158 2.8607 2.8236 -0.198
S 1.900147 21.229256 -11.280491 -0.5258 -1.7020 1.2368 0.730
O 0.622590 21.772562 -10.864126 1.6336 -1.1783 -1.6195 -0.210
O 3.043086 21.853187 -10.663457 -0.2836 -0.3249 -1.4816 -0.311
O 1.956293 19.601941 -10.914223 -0.4304 1.0236 0.7419 -0.199
H 3.855908 18.885279 -11.406739 0.1756 0.9184 -0.1678 0.089
H 2.629445 17.815497 -11.839467 -0.9776 0.1654 0.1655 0.126
H 1.636060 19.119692 -13.658259 0.1714 -0.2960 0.0652 0.130
H 3.314146 19.714927 -13.839107 0.0546 -0.3577 -0.0237 0.098
C 4.405852 22.613454 -15.016329 -0.4560 -1.3678 0.5608 -0.167
C 4.984396 23.886386 -15.544731 0.2576 0.6233 1.6210 -0.135
O 4.528547 24.860000 -14.580090 -1.2512 2.3306 1.6295 -0.232
S 3.722094 24.318854 -13.180433 2.9618 -2.0081 -1.5548 0.781
O 2.567407 25.091698 -12.719739 2.6062 -1.8806 -1.7959 -0.203
O 4.804013 23.953814 -12.240501 -2.2763 1.2089 -1.2497 -0.357
O 3.413778 22.930500 -14.021647 -1.4122 1.0005 1.1011 -0.231
H 5.159045 21.996704 -14.525998 0.1089 0.0496 -0.0028 0.102
H 3.915457 22.009198 -15.779544 -0.1657 0.1245 0.1470 0.128
H 4.675056 24.156579 -16.554390 -0.0140 0.1793 0.2529 0.144
H 6.062774 23.875413 -15.386370 -0.0351 -0.0356 -0.7866 0.101
C 14.369852 15.930439 -15.582038 -0.3999 0.9069 2.1310 -0.221
C 13.144648 15.742115 -16.430195 0.6773 -2.3686 0.0361 -0.201
O 13.695104 15.779609 -17.724776 -0.3130 1.9548 -2.9162 -0.193
S 14.764651 17.036805 -17.831756 0.0819 1.2056 2.2634 0.783
O 14.074434 18.337247 -17.618422 1.3456 -3.2814 -0.7548 -0.267
O 15.795502 16.908458 -18.846554 -2.3995 -0.2848 1.8542 -0.210
O 15.344659 16.521799 -16.353672 1.7086 1.6838 -2.4673 -0.189
H 14.810763 15.054187 -15.106746 -0.2663 -0.1166 -0.1381 0.133
H 14.061341 16.662056 -14.835276 0.3868 -0.1488 0.6480 0.124
H 12.346781 16.411571 -16.108730 -0.0875 0.2099 -0.9361 0.125
H 12.877973 14.685910 -16.392589 -0.7739 0.2997 0.3303 0.101
C 1.604918 21.081484 -5.735596 -3.2006 -1.4946 -1.6674 -0.137
C 0.961734 21.341328 -7.140723 -0.3502 2.0863 1.2725 -0.212
O 1.502457 20.439426 -8.012940 2.4234 -2.4398 -1.0687 -0.202
S 2.976305 19.829603 -7.533135 0.2175 -0.1941 -1.9406 0.781
O 4.008879 20.633648 -8.234699 -2.1636 -1.9701 1.9446 -0.350
O 3.029625 18.341826 -7.663439 -0.5527 4.7441 0.7526 -0.237
O 2.794808 20.370097 -6.019586 1.4536 -0.4380 0.0724 -0.181
H 0.835436 20.386137 -5.400189 0.6171 -0.5024 1.0409 0.123
H 1.569403 21.914754 -5.033821 1.2174 0.0389 -0.3831 0.141
H 1.135823 22.380987 -7.418032 0.1279 -0.0056 -0.5582 0.129
H -0.107811 21.135637 -7.183906 -0.0127 0.2820 0.4862 0.141
C 9.127100 15.497001 -16.727554 -1.0708 0.2266 1.6387 -0.162
C 7.732726 15.030138 -16.093458 0.4892 1.1040 -0.8925 -0.199
O 7.208784 14.105022 -16.973522 0.3383 -2.4014 -2.7250 -0.217
S 7.842958 14.226241 -18.510702 -0.1300 -0.7616 -0.1072 0.756
O 7.146635 15.271321 -19.221966 0.8134 -0.9364 1.0094 -0.233
O 7.949478 12.902937 -19.124206 0.2574 2.9577 1.8294 -0.220
O 9.314494 14.840421 -17.961854 -1.4656 -1.0502 -0.4850 -0.179
H 9.846198 15.208001 -15.961083 0.5586 -0.2780 -0.6239 0.115
H 9.186657 16.581763 -16.816114 -0.1022 -0.0414 -0.3802 0.106
H 6.913582 15.748374 -16.128676 0.6388 1.0360 0.9461 0.103
H 7.898350 14.572524 -15.118133 -0.2427 0.1593 -0.1398 0.098
C 7.650865 19.480932 -16.629983 -0.7167 -0.2411 -0.0699 -0.187
C 6.104894 19.387417 -16.640891 0.6876 0.5931 -0.3717 -0.130
O 5.688094 20.667727 -17.236618 1.1141 0.2309 -0.4069 -0.231
S 6.873082 21.283982 -18.291323 0.4268 0.5518 -0.6447 0.800
O 7.401380 22.598767 -17.840613 -1.6565 -3.5774 -0.5278 -0.263
O 6.451330 21.173938 -19.698906 0.9994 -0.1909 3.7809 -0.228
O 7.952197 20.057750 -17.882430 -0.6111 1.4758 -1.4232 -0.196
H 8.119695 18.498633 -16.571676 -0.0820 -0.0775 -0.3269 0.110
H 8.119024 20.095277 -15.860892 -0.5313 0.2309 0.3720 0.108
H 5.656616 19.189476 -15.667264 -0.0837 0.9352 0.2038 0.099
H 5.718800 18.561288 -17.238011 0.3277 0.1456 -0.5321 0.131
C 6.971925 16.050076 -9.753677 -0.4551 -1.2381 1.8366 -0.198
C 5.534051 16.362328 -10.183867 -0.0680 1.0162 0.3464 -0.073
O 5.291442 17.769177 -9.771794 0.5923 -0.1043 -0.8244 -0.252
S 6.360845 18.214947 -8.671461 -2.9306 -1.3177 4.1067 0.739
O 5.829106 17.623014 -7.369092 2.7983 1.7210 -4.2691 -0.254
O 6.542218 19.662117 -8.693432 0.8405 -2.9320 -0.9369 -0.293
O 7.538869 17.251856 -9.341873 0.7286 3.9584 0.4214 -0.211
H 7.621115 15.543491 -10.467848 -0.2013 0.3292 -0.1599 0.123
H 7.008851 15.526835 -8.798195 -0.4922 -1.1298 -0.4544 0.134
H 4.785052 15.796094 -9.630259 0.1396 -0.2926 -0.4980 0.147
H 5.468533 16.340081 -11.271670 -0.5131 -0.0652 0.1209 0.113
C 5.484222 28.236749 -12.923946 -1.7257 2.0660 -1.0532 -0.194
C 6.923942 28.575695 -13.105674 1.8043 -0.8184 2.1550 -0.152
O 7.549367 27.498232 -12.360617 0.4413 -1.2636 1.2009 -0.242
S 6.633505 27.118200 -11.008030 1.8673 -2.3981 -1.3002 0.783
O 6.833062 28.181998 -10.053053 -0.7465 -1.1137 -0.8481 -0.231
O 6.974893 25.694066 -10.610659 -1.8207 4.9652 -1.4583 -0.325
O 5.218171 27.296123 -11.889113 2.0468 -0.7116 1.5305 -0.179
H 5.000124 27.927710 -13.850354 -0.1317 -0.2848 0.3351 0.141
H 5.143684 29.219360 -12.597457 -1.2427 -0.2747 -0.1338 0.133
H 7.177140 29.457553 -12.517191 -0.0912 0.3403 -0.3146 0.122
H 7.389990 28.682406 -14.085229 -0.4404 -0.5559 -0.0430 0.144
C 8.257909 11.446783 -12.319821 -1.8882 -0.3201 0.1407 -0.142
C 8.645381 12.018529 -13.690101 -0.2996 0.8174 0.6135 -0.190
O 8.350046 11.036838 -14.650381 -0.4423 -0.9891 -1.1299 -0.211
S 6.985393 10.275111 -14.237906 -1.1789 -0.0802 0.4528 0.741
O 6.957461 8.951638 -14.834481 0.3981 2.4099 1.3771 -0.221
O 5.796348 11.145858 -14.409298 3.1695 -1.6909 0.7529 -0.256
O 7.505506 10.234228 -12.638532 -0.3812 -0.7262 -1.4385 -0.205
H 7.471034 11.986755 -11.793175 0.4335 0.8978 -0.1493 0.124
H 9.064571 11.332015 -11.595793 0.0325 -0.9218 -0.4875 0.119
H 9.704680 12.270826 -13.738374 -0.1624 0.0561 -0.2556 0.119
H 7.970614 12.842381 -13.922576 0.4187 0.4852 0.1648 0.105
```
Positions in Å, forces in eV/Å.

Computed properties:
Total charge: +1
DFT total energy: -15496.99604 a.u.
E_LUMO: -0.3005 hartree